1.
Formula: C34H27N4O13P
Source: the OMol25 dataset
Level of theory: wB97M-V/def2-TZVPD

Properties
* calculated total energy: -77551.6752 eV
* HOMO-LUMO gap: 8.38 eV
* structure (SMILES): O=C1C=C(P(=O)(O)O)C(=O)c2ccccc21.O=[N+]([O-])c1ccccc1.O=[N+]([O-])c1ccccc1.O=[N+]([O-])c1ccccc1.O=[N+]([O-])c1ccccc1

Each atom is followed by the atoms it is bonded to, with distances in Å.
Positions of all 79 atoms, in Å:
1 O -0.25011 -0.62723 2.41322  C2 1.203
2 C -0.10169 0.01282 1.40539  O1 1.203, C3 1.573, C16 1.567
3 C 1.32139 0.35435 0.82750  C2 1.573, C4 1.362, H17 1.123
4 C 1.48112 1.56405 0.22142  C3 1.362, P5 1.855, C9 1.575
5 P 3.15611 1.90375 -0.49858  C4 1.855, O6 1.518, O7 1.654, O8 1.659
6 O 3.43536 0.84014 -1.54481  P5 1.518
7 O 3.08421 3.33876 -1.31814  P5 1.654, H18 0.977
8 O 4.40133 1.83953 0.59611  P5 1.659, H19 0.975
9 C 0.28256 2.58147 0.12907  C4 1.575, O10 1.203, C11 1.566
10 O 0.42636 3.76747 0.26879  C9 1.203
11 C -1.10671 1.90035 -0.10961  C9 1.566, C12 1.454, C16 1.487
12 C -2.14725 2.47761 -0.94484  C11 1.454, C13 1.509, H20 1.118
13 C -3.42451 1.69510 -1.12748  C12 1.509, C14 1.473, H21 1.114
14 C -3.56975 0.39354 -0.45362  C13 1.473, C15 1.474, H22 1.120
15 C -2.51645 -0.18796 0.39806  C14 1.474, C16 1.458, H23 1.112
16 C -1.28799 0.58164 0.55428  C2 1.567, C11 1.487, C15 1.458
17 H 2.15702 -0.38913 0.92333  C3 1.123
18 H 3.88999 3.45300 -1.85783  O7 0.977
19 H 4.29304 1.00557 1.09015  O8 0.975
20 H -1.95742 3.47324 -1.41777  C12 1.118
21 H -4.23453 2.09642 -1.77906  C13 1.114
22 H -4.52119 -0.17178 -0.62704  C14 1.120
23 H -2.61084 -1.18163 0.88864  C15 1.112
24 C -8.69039 5.52598 -4.07154  C25 1.390, C29 1.390, H33 1.084
25 C -8.34503 6.35369 -3.01002  C24 1.390, C26 1.388, H34 1.083
26 C -7.08730 6.25461 -2.43236  C25 1.388, C27 1.388, H35 1.082
27 C -6.18280 5.32584 -2.92943  C26 1.388, C28 1.388, N30 1.466
28 C -6.52136 4.48950 -3.98482  C27 1.388, C29 1.388, H36 1.083
29 C -7.78198 4.59243 -4.55566  C24 1.390, C28 1.388, H37 1.083
30 N -4.84437 5.23544 -2.33788  C27 1.466, O31 1.216, O32 1.221
31 O -4.58656 5.96930 -1.40320  N30 1.216
32 O -4.06244 4.43068 -2.81980  N30 1.221
33 H -9.67192 5.60957 -4.52440  C24 1.084
34 H -9.05661 7.07908 -2.63471  C25 1.083
35 H -6.82774 6.90376 -1.60604  C26 1.082
36 H -5.81958 3.76140 -4.37116  C28 1.083
37 H -8.05618 3.94721 -5.38141  C29 1.083
38 C 4.05296 -2.81423 -1.18905  C39 1.390, C43 1.390, H47 1.085
39 C 3.29327 -3.36974 -2.21144  C38 1.390, C40 1.388, H48 1.083
40 C 2.68918 -4.60645 -2.03522  C39 1.388, C41 1.389, H49 1.082
41 C 2.84923 -5.27566 -0.82860  C40 1.389, C42 1.388, N44 1.466
42 C 3.61196 -4.73253 0.19618  C41 1.388, C43 1.388, H50 1.082
43 C 4.21551 -3.49624 0.01158  C38 1.390, C42 1.388, H51 1.084
44 N 2.19184 -6.57062 -0.63006  C41 1.466, O45 1.218, O46 1.220
45 O 1.54556 -7.02725 -1.55533  N44 1.218
46 O 2.32532 -7.11671 0.45245  N44 1.220
47 H 4.51754 -1.84396 -1.32937  C38 1.085
48 H 3.16992 -2.83558 -3.14558  C39 1.083
49 H 2.09950 -5.03051 -2.83775  C40 1.082
50 H 3.74207 -5.25413 1.13575  C42 1.082
51 H 4.81069 -3.06118 0.80574  C43 1.084
52 C 0.94392 -9.29377 2.46631  C53 1.390, C57 1.389, H61 1.083
53 C 0.72438 -9.73054 3.76747  C52 1.390, C54 1.388, H62 1.083
54 C -0.39986 -10.48786 4.06592  C53 1.388, C55 1.389, H63 1.082
55 C -1.29412 -10.80467 3.05206  C54 1.389, C56 1.389, N58 1.467
56 C -1.08655 -10.36629 1.75075  C55 1.389, C57 1.388, H64 1.082
57 C 0.03863 -9.60703 1.46040  C52 1.389, C56 1.388, H65 1.084
58 N -2.47034 -11.62563 3.35837  C55 1.467, O59 1.219, O60 1.218
59 O -2.63161 -11.97732 4.51397  N58 1.219
60 O -3.21723 -11.91237 2.43952  N58 1.218
61 H 1.82477 -8.70753 2.23432  C52 1.083
62 H 1.43238 -9.48256 4.54918  C53 1.083
63 H -0.56227 -10.82344 5.08208  C54 1.082
64 H -1.78469 -10.60796 0.95964  C56 1.082
65 H 0.21335 -9.26147 0.44834  C57 1.084
66 C 2.54909 6.63792 1.79639  C67 1.390, C71 1.389, H75 1.084
67 C 2.98935 7.80339 2.41247  C66 1.390, C68 1.388, H76 1.083
68 C 4.28621 8.25250 2.20427  C67 1.388, C69 1.388, H77 1.082
69 C 5.13080 7.52831 1.37373  C68 1.388, C70 1.388, N72 1.467
70 C 4.70196 6.35907 0.76010  C69 1.388, C71 1.388, H78 1.083
71 C 3.40504 5.91454 0.97507  C66 1.389, C70 1.388, H79 1.082
72 N 6.49388 8.01269 1.13111  C69 1.467, O73 1.218, O74 1.219
73 O 6.84361 9.03152 1.70008  N72 1.218
74 O 7.19741 7.37038 0.37129  N72 1.219
75 H 1.53385 6.29186 1.95584  C66 1.084
76 H 2.31946 8.36397 3.05336  C67 1.083
77 H 4.61975 9.16127 2.68843  C68 1.082
78 H 5.36024 5.79015 0.11593  C70 1.083
79 H 3.05824 5.00610 0.49949  C71 1.082

=====

2.
Formula: C11H14NS
Source: the OMol25 dataset
Level of theory: wB97M-V/def2-TZVPD

Properties
* calculated total energy: -23949.3334 eV
* HOMO-LUMO gap: 7.53 eV
* total charge: +1
* energy above the lowest of the compared OMol25 structures with the same formula, charge and spin: 228.4 kJ/mol

Each atom is followed by the atoms it is bonded to, with distances in Å.
Positions of all 27 atoms, in Å:
1 C -2.61009 1.02781 -1.51396  C2 1.391, C3 1.477, H14 1.124
2 C -1.80020 0.12790 -2.19808  C1 1.391, C4 1.356, H15 1.197
3 C -2.16738 1.52580 -0.19540  C1 1.477, C5 1.359, H16 1.073
4 C -0.84125 -0.55847 -1.52903  C2 1.356, C6 1.365, C7 1.523
5 C -1.24598 0.80867 0.50029  C3 1.359, C6 1.416, C8 1.525
6 C -0.58497 -0.20423 -0.23607  C4 1.365, C5 1.416, C10 1.414
7 C 0.30002 -1.48673 -1.92298  C4 1.523, C9 1.525, H17 1.073, H18 1.075
8 C -0.37039 0.93484 1.74274  C5 1.525, N12 1.507, H19 1.038, H20 1.098
9 C 1.30874 -1.31735 -0.79208  C7 1.525, C10 1.492, H21 1.138, H22 0.998
10 C 0.55617 -0.77199 0.37534  C6 1.414, C9 1.492, N12 1.515
11 C 2.01744 1.01857 1.22873  N12 1.412, H23 1.157, H24 1.123, H25 1.064
12 N 0.91191 0.18297 1.49688  C8 1.507, C10 1.515, C11 1.412, H26 1.037
13 S 0.32219 -2.77451 1.81285  H27 1.360
14 H -3.36835 1.57800 -2.13510  C1 1.124
15 H -1.97214 -0.06019 -3.36787  C2 1.197
16 H -2.62954 2.45851 0.06678  C3 1.073
17 H -0.16140 -2.44942 -2.02700  C7 1.073
18 H 0.57603 -1.11795 -2.89454  C7 1.075
19 H -0.18938 1.90906 2.05053  C8 1.038
20 H -0.89582 0.63085 2.65771  C8 1.098
21 H 1.99057 -2.21368 -0.62744  C9 1.138
22 H 2.03036 -0.66938 -1.02660  C9 0.998
23 H 1.64668 1.85754 0.52408  C11 1.157
24 H 2.38069 1.71887 2.02785  C11 1.123
25 H 2.80536 0.47478 0.76357  C11 1.064
26 H 1.14987 -0.43847 2.29226  N12 1.037
27 H 0.84087 -2.19181 2.92654  S13 1.360

=====

3.
Formula: C6H12N
Source: the OMol25 dataset
Level of theory: wB97M-V/def2-TZVPD

Properties
* calculated total energy: -7896.0015 eV
* HOMO-LUMO gap: 9.73 eV
* total charge: +1
* energy above the lowest of the compared OMol25 structures with the same formula, charge and spin: 391.7 kJ/mol

Each atom is followed by the atoms it is bonded to, with distances in Å.
Positions of all 19 atoms, in Å:
1 C 1.05336 0.10625 -1.23217  C2 1.276, C3 1.448, C4 1.564
2 C 1.66590 -0.18009 -2.31484  C1 1.276, H8 1.114, H9 1.074
3 C 1.24546 1.25663 -0.37460  C1 1.448, N7 1.540, H10 1.043, H11 1.057
4 C -0.39572 -0.01489 -0.65743  C1 1.564, C6 1.384, N7 1.434
5 C -0.96077 -1.06722 2.75479  H12 1.072, H13 1.144, H14 1.067, H16 1.026
6 C -1.51116 -0.60125 -1.22949  C4 1.384, H15 1.060, H17 1.083
7 N -0.14727 1.06436 0.25357  C3 1.540, C4 1.434, H18 1.130, H19 0.963
8 H 1.39324 -0.95482 -3.06749  C2 1.114
9 H 2.42584 0.41075 -2.79172  C2 1.074
10 H 1.94439 1.10743 0.38538  C3 1.043
11 H 1.49275 2.13227 -0.91303  C3 1.057
12 H -0.85259 -2.13368 2.78728  C5 1.072
13 H -0.57143 -0.58106 1.79481  C5 1.144
14 H -0.41720 -0.75085 3.61619  C5 1.067
15 H -2.56044 -0.45005 -1.24073  C6 1.060
16 H -1.93196 -0.74661 2.83069  C5 1.026
17 H -1.10544 -1.12980 -2.08326  C6 1.083
18 H 0.00656 0.74283 1.32544  N7 1.130
19 H -0.77353 1.78981 0.15660  N7 0.963